1.
{"formula": "C21H24N4O3", "method": "the ωB97M-V functional and the def2-TZVPD basis", "lumo_energy_ev": 0.481, "homo_ev": -7.93, "orbital_gap_ev": 8.413, "spin_multiplicity": 1, "largest_force_ha_per_bohr": 0.02015, "e_tot_ha": -1259.3610, "smiles": "O=C(Nc1ccnn1C1CCN(Cc2ccc(CO)o2)CC1)c1ccccc1", "de_lowest_kj_mol": 269.1, "total_charge": 0, "symbols": ["O", "C", "N", "C", "C", "C", "N", "N", "C", "C", "C", "N", "C", "C", "C", "C", "C", "C", "O", "O", "C", "C", "C", "C", "C", "C", "C", "C", "H", "H", "H", "H", "H", "H", "H", "H", "H", "H", "H", "H", "H", "H", "H", "H", "H", "H", "H", "H", "H", "H", "H", "H"], "coordinates": [[1.18, -1.86, 1.77], [0.66, -1.33, 2.74], [-0.55, -0.69, 2.69], [-1.39, -0.68, 1.58], [-2.71, -1.08, 1.49], [-3.06, -0.82, 0.16], [-2.04, -0.31, -0.50], [-1.03, -0.22, 0.36], [0.22, 0.36, -0.07], [0.87, -0.55, -1.12], [2.12, 0.12, -1.69], [1.90, 1.45, -2.23], [1.42, 1.55, -3.60], [-0.05, 1.42, -3.82], [-1.01, 2.36, -4.03], [-2.25, 1.67, -4.11], [-1.95, 0.35, -3.96], [-2.82, -0.87, -3.91], [-4.09, -0.66, -4.48], [-0.62, 0.19, -3.80], [1.26, 2.31, -1.27], [-0.03, 1.75, -0.66], [1.30, -1.32, 4.09], [2.15, -2.38, 4.41], [2.77, -2.42, 5.65], [2.57, -1.39, 6.56], [1.75, -0.33, 6.23], [1.12, -0.28, 5.00], [-1.01, -0.50, 3.57], [-3.32, -1.49, 2.27], [-4.00, -0.99, -0.33], [0.88, 0.44, 0.80], [0.15, -0.75, -1.91], [1.15, -1.49, -0.64], [2.86, 0.23, -0.89], [2.56, -0.50, -2.47], [1.72, 2.53, -3.97], [1.95, 0.79, -4.18], [-0.87, 3.42, -4.10], [-3.22, 2.10, -4.26], [-2.29, -1.70, -4.40], [-2.99, -1.14, -2.86], [-3.98, -0.31, -5.37], [1.98, 2.48, -0.46], [1.06, 3.27, -1.74], [-0.39, 2.42, 0.12], [-0.81, 1.66, -1.42], [2.30, -3.16, 3.68], [3.41, -3.25, 5.90], [3.06, -1.42, 7.52], [1.61, 0.48, 6.93], [0.50, 0.57, 4.75]], "mulliken_charge": [-0.57, 0.36, -0.11, 0.49, -1.14, -0.33, -1.02, 0.96, 0.16, -0.30, -1.21, 0.21, -1.26, 0.81, -0.83, -0.44, 0.39, -0.35, -0.56, -0.32, -1.09, -0.47, 0.43, -0.44, -0.54, -0.37, -0.75, -0.32, 0.37, 0.43, 0.48, 0.06, 0.12, 0.39, 0.35, 0.50, 0.37, 0.32, 0.49, 0.59, 0.27, 0.03, 0.35, 0.38, 0.47, 0.41, 0.14, 0.45, 0.39, 0.39, 0.39, 0.47]}



2.
{"formula": "C21H24N4O4", "method": "the ωB97M-V functional and the def2-TZVPD basis", "lumo_energy_ev": 0.631, "homo_ev": -7.96, "orbital_gap_ev": 8.596, "spin_multiplicity": 1, "largest_force_ha_per_bohr": 0.01755, "e_tot_ha": -1334.6701, "smiles": "COc1ccc(OCC(=O)Nc2ccc3c(c2)nc(CCNC(C)=O)n3C)cc1", "de_lowest_kj_mol": 124.5, "total_charge": 0, "symbols": ["C", "O", "C", "C", "C", "C", "O", "C", "C", "O", "N", "C", "C", "C", "C", "C", "C", "N", "C", "C", "C", "N", "C", "C", "O", "N", "C", "C", "C", "H", "H", "H", "H", "H", "H", "H", "H", "H", "H", "H", "H", "H", "H", "H", "H", "H", "H", "H", "H", "H", "H", "H", "H"], "coordinates": [[-6.43, -0.54, 1.30], [-6.23, 0.85, 1.20], [-5.35, 1.32, 0.27], [-5.21, 2.71, 0.20], [-4.36, 3.28, -0.71], [-3.62, 2.49, -1.58], [-2.79, 3.16, -2.45], [-2.16, 2.42, -3.47], [-1.01, 1.52, -2.98], [-0.67, 0.55, -3.61], [-0.47, 1.98, -1.83], [0.59, 1.45, -1.08], [0.84, 2.05, 0.16], [1.86, 1.62, 0.98], [2.65, 0.57, 0.53], [2.40, -0.04, -0.72], [1.37, 0.40, -1.54], [3.31, -1.04, -0.92], [4.07, -1.05, 0.15], [5.15, -2.04, 0.38], [4.61, -3.47, 0.18], [3.23, -3.60, 0.62], [2.85, -3.25, 1.87], [1.35, -3.21, 2.06], [3.64, -3.01, 2.76], [3.72, -0.10, 1.07], [4.30, 0.11, 2.36], [-3.75, 1.11, -1.52], [-4.61, 0.53, -0.60], [-6.81, -0.95, 0.36], [-7.17, -0.68, 2.08], [-5.51, -1.06, 1.57], [-5.79, 3.31, 0.88], [-4.25, 4.35, -0.77], [-2.88, 1.81, -4.03], [-1.74, 3.17, -4.15], [-0.91, 2.80, -1.44], [0.21, 2.86, 0.48], [2.03, 2.10, 1.94], [1.18, -0.06, -2.50], [5.98, -1.87, -0.32], [5.53, -1.94, 1.40], [5.23, -4.17, 0.74], [4.63, -3.73, -0.88], [2.53, -3.57, -0.10], [0.94, -2.38, 1.49], [0.90, -4.13, 1.71], [1.12, -3.06, 3.11], [5.35, 0.43, 2.27], [3.75, 0.89, 2.88], [4.26, -0.81, 2.95], [-3.18, 0.46, -2.17], [-4.68, -0.55, -0.58]], "mulliken_charge": [-0.81, -0.45, 0.73, -0.48, -0.67, 0.39, -0.57, -0.67, 0.56, -0.66, -0.06, 0.86, -0.69, -1.70, 0.79, 0.54, -0.45, -0.78, 0.30, -0.73, -0.86, -0.19, 0.86, -1.26, -0.66, 0.20, -0.97, -0.45, -0.46, 0.33, 0.23, 0.33, 0.41, 0.42, 0.43, 0.34, 0.15, 0.38, 0.31, 0.60, 0.39, 0.30, 0.32, 0.40, 0.31, 0.29, 0.36, 0.35, 0.30, 0.32, 0.31, 0.39, 0.38]}



3.
{"formula": "C21H24NO2", "method": "the ωB97M-V functional and the def2-TZVPD basis", "lumo_energy_ev": -2.458, "homo_ev": -11.26, "orbital_gap_ev": 8.799, "spin_multiplicity": 1, "largest_force_ha_per_bohr": 0.01436, "e_tot_ha": -1019.6485, "smiles": "C[C@@H]([NH2+]C[C@H](O)COc1ccc2ccccc2c1)c1ccccc1", "de_lowest_kj_mol": 4.4, "total_charge": 1, "symbols": ["C", "C", "N", "C", "C", "O", "C", "O", "C", "C", "C", "C", "C", "C", "C", "C", "C", "C", "C", "C", "C", "C", "C", "C", "H", "H", "H", "H", "H", "H", "H", "H", "H", "H", "H", "H", "H", "H", "H", "H", "H", "H", "H", "H", "H", "H", "H", "H"], "coordinates": [[1.69, 1.11, 2.00], [2.05, 0.85, 0.54], [1.75, -0.57, 0.18], [2.45, -1.63, 0.93], [2.04, -3.00, 0.36], [1.85, -2.82, -1.04], [0.76, -3.59, 1.05], [0.09, -2.69, 1.90], [-0.80, -1.78, 1.39], [-1.49, -1.03, 2.37], [-2.38, -0.06, 1.99], [-2.61, 0.23, 0.63], [-3.52, 1.22, 0.21], [-3.72, 1.46, -1.12], [-3.02, 0.73, -2.09], [-2.12, -0.23, -1.72], [-1.90, -0.52, -0.36], [-0.99, -1.52, 0.05], [1.30, 1.71, -0.46], [1.86, 1.90, -1.72], [1.19, 2.64, -2.68], [-0.05, 3.19, -2.39], [-0.61, 3.01, -1.14], [0.06, 2.26, -0.18], [1.72, 2.18, 2.19], [0.69, 0.75, 2.23], [2.40, 0.63, 2.67], [3.13, 1.00, 0.40], [1.97, -0.72, -0.82], [0.70, -0.73, 0.26], [2.19, -1.58, 1.98], [3.52, -1.49, 0.81], [2.86, -3.70, 0.53], [1.89, -3.67, -1.49], [0.09, -3.99, 0.29], [1.06, -4.41, 1.71], [-1.32, -1.27, 3.41], [-2.92, 0.49, 2.74], [-4.06, 1.77, 0.96], [-4.43, 2.22, -1.43], [-3.19, 0.94, -3.13], [-1.59, -0.80, -2.46], [-0.53, -2.12, -0.72], [2.83, 1.48, -1.95], [1.64, 2.78, -3.65], [-0.56, 3.78, -3.13], [-1.56, 3.45, -0.90], [-0.40, 2.13, 0.79]], "mulliken_charge": [-1.63, 0.25, 0.56, -0.91, 0.03, -0.61, -0.83, -0.48, 1.63, -1.01, -0.75, 0.51, -0.68, -0.75, -0.60, -0.85, 0.51, -0.67, 0.22, -0.55, -0.68, -0.59, -0.83, -0.04, 0.47, 0.29, 0.42, 0.48, 0.45, -0.54, 0.44, 0.49, 0.58, 0.43, 0.35, 0.42, 0.51, 0.43, 0.42, 0.44, 0.45, 0.44, 0.47, 0.44, 0.43, 0.45, 0.54, 0.45]}



4.
{"formula": "C21H25ClN2W", "method": "the ωB97M-V functional and the def2-TZVPD basis", "lumo_energy_ev": [-7.370, -8.083], "homo_ev": [-14.70, -15.02], "orbital_gap_ev": [7.334, 6.934], "spin_multiplicity": 3, "largest_force_ha_per_bohr": 0.06082, "e_tot_ha": -1451.4310, "de_lowest_kj_mol": 0.0, "total_charge": 2, "symbols": ["C", "C", "C", "C", "Cl", "H", "H", "H", "H", "H", "H", "H", "H", "H", "C", "C", "C", "H", "C", "C", "H", "H", "H", "H", "C", "C", "C", "H", "C", "C", "H", "H", "H", "H", "W", "N", "C", "N", "C", "C", "C", "C", "C", "C", "H", "H", "H", "H", "H", "H"], "coordinates": [[-3.29, -1.45, -3.83], [-4.27, -0.28, -3.98], [-2.62, -1.76, -5.17], [-3.99, -2.69, -3.26], [-1.97, -0.96, -2.63], [-3.36, -2.08, -5.91], [-1.89, -2.57, -5.06], [-2.12, -0.87, -5.57], [-5.09, -0.54, -4.67], [-3.77, 0.60, -4.39], [-4.73, -0.02, -3.01], [-4.79, -3.03, -3.93], [-4.45, -2.47, -2.29], [-3.28, -3.51, -3.14], [1.86, 2.23, -0.64], [2.06, 1.36, -1.76], [0.79, 0.93, -2.22], [3.03, 1.13, -2.19], [-0.22, 1.52, -1.40], [0.43, 2.40, -0.47], [-0.07, 3.11, 0.18], [2.66, 2.78, -0.14], [0.60, 0.34, -3.11], [-1.29, 1.41, -1.51], [0.68, -1.64, 1.21], [2.05, -1.17, 1.31], [2.60, -1.12, -0.02], [2.61, -0.98, 2.22], [1.61, -1.63, -0.91], [0.43, -1.92, -0.16], [-0.49, -2.35, -0.56], [-0.01, -1.80, 2.02], [3.63, -0.85, -0.26], [1.75, -1.84, -1.96], [0.93, 0.37, 0.30], [2.18, 2.95, 3.53], [1.78, 2.62, 2.29], [1.26, 1.37, 2.26], [1.25, 0.93, 3.62], [0.81, -0.23, 4.25], [1.09, -0.42, 5.62], [1.69, 0.59, 6.38], [2.09, 1.78, 5.77], [1.84, 1.92, 4.41], [2.67, 3.81, 3.74], [1.82, 3.36, 1.50], [0.25, -0.97, 3.69], [0.80, -1.35, 6.10], [1.87, 0.41, 7.44], [2.57, 2.59, 6.32]], "mulliken_charge": [1.04, -1.44, -1.42, -1.42, -0.15, 0.38, 0.37, 0.38, 0.40, 0.37, 0.38, 0.39, 0.37, 0.37, -0.34, -0.96, -0.25, 0.50, -0.70, -0.22, 0.48, 0.40, 0.62, 0.56, -0.27, -0.04, -0.84, 0.64, -0.56, -0.73, 0.56, 0.41, 0.52, 0.56, 1.47, 0.00, -0.45, -0.18, 0.30, -0.14, -0.78, -0.49, -0.95, 0.70, 0.26, 0.36, 0.28, 0.42, 0.42, 0.41]}



5.
{"formula": "C21H25CoO", "method": "the ωB97M-V functional and the def2-TZVPD basis", "lumo_energy_ev": [5.602, 5.564], "homo_ev": [1.17, -0.01], "orbital_gap_ev": [4.434, 5.574], "spin_multiplicity": 5, "largest_force_ha_per_bohr": 0.16437, "e_tot_ha": -2272.7912, "total_charge": -2, "symbols": ["Co", "C", "C", "C", "H", "C", "C", "H", "H", "H", "H", "C", "C", "C", "H", "C", "C", "H", "H", "H", "H", "O", "C", "C", "C", "C", "C", "H", "H", "H", "H", "H", "H", "H", "H", "H", "H", "C", "C", "C", "C", "C", "C", "H", "H", "H", "H", "H"], "coordinates": [[0.07, 0.82, 1.16], [1.97, 0.87, 1.98], [2.39, 0.00, 0.92], [2.33, 0.73, -0.31], [2.79, -0.99, 1.04], [1.75, 1.99, -0.06], [1.53, 2.12, 1.38], [1.30, 3.02, 1.93], [2.10, 0.70, 3.05], [2.76, 0.40, -1.25], [1.63, 2.78, -0.79], [-2.01, 0.68, 1.36], [-1.37, 1.89, 1.82], [-0.96, 2.59, 0.61], [-1.36, 2.30, 2.84], [-1.59, 1.96, -0.50], [-2.17, 0.77, -0.05], [-2.74, 0.06, -0.66], [-2.41, -0.12, 2.00], [-0.48, 3.58, 0.58], [-1.72, 2.42, -1.48], [0.27, -1.70, -0.37], [-0.28, 0.37, -4.01], [0.28, -0.85, -3.45], [0.50, 1.62, -3.78], [-1.77, 0.41, -4.05], [0.62, -2.00, -1.66], [1.36, -0.85, -3.49], [-0.29, -1.70, -3.76], [0.22, -2.94, -2.16], [1.72, -2.01, -1.84], [0.52, 2.25, -4.69], [1.52, 1.37, -3.46], [0.04, 2.17, -2.94], [-2.15, 0.33, -5.08], [-2.10, 1.36, -3.62], [-2.17, -0.41, -3.42], [-0.31, -3.38, 3.96], [-0.08, -3.42, 2.56], [0.09, -2.23, 1.85], [-0.05, -1.00, 2.42], [-0.30, -0.93, 3.80], [-0.41, -2.11, 4.57], [-0.39, -4.30, 4.54], [-0.01, -4.37, 2.00], [0.32, -2.24, 0.57], [-0.40, 0.03, 4.31], [-0.58, -2.05, 5.65]], "mulliken_charge": [0.11, -0.93, -0.66, -0.06, 0.35, -0.44, -0.93, 0.55, 0.61, 0.47, 0.47, -1.49, -0.27, -1.12, 0.47, -0.24, -0.32, 0.35, 0.71, 0.53, 0.73, -0.28, 1.00, -1.22, -0.82, -1.28, -0.80, 0.31, 0.38, 0.25, 0.32, 0.38, 0.23, -0.05, 0.35, 0.25, 0.27, -0.30, -0.44, 0.38, -0.25, 0.17, -0.57, 0.30, 0.34, -0.33, 0.19, 0.30]}